1.
C2H4O4P2 | ωB97M-V with the def2-TZVPD basis set

The charge is -2. The HOMO-LUMO gap comes out at 5.31 eV. The calculation puts the relative energy (zero: lowest compared OMol25 entry of this formula, charge and spin) at 93.6 kJ/mol. The calculated total energy is -28905.9389 eV.

Each line ends with the Löwdin charge.
Element x y z (Å)
C: -0.039 0.317 -1.250  -0.420
C: -0.002 0.246 1.148  -0.418
O: -2.259 -1.280 -0.201  -0.449
O: 2.311 1.169 -0.247  -0.443
O: -2.185 1.171 0.073  -0.338
O: 1.988 -1.431 0.056  -0.361
P: -1.229 -0.241 -0.063  0.353
P: 1.216 0.230 -0.130  0.306
H: -0.023 0.031 -2.241  -0.070
H: 0.245 -0.181 2.055  -0.093
H: -1.393 1.696 0.048  -0.038
H: 1.372 -1.726 0.753  -0.029



2.
C3H8BrN2 | ωB97M-V with the def2-TZVPD basis set

The charge is +1. The HOMO-LUMO gap comes out at 10.34 eV. Its structure (SMILES) is NC[NH2+]/C=C\Br. The calculation puts the relative energy (zero: lowest compared OMol25 entry of this formula, charge and spin) at 222.8 kJ/mol. The calculated total energy is -76255.0016 eV.

Each line ends with the Löwdin charge.
Element x y z (Å)
N: -0.912 0.763 -1.154  0.081
C: -0.607 1.190 0.057  -0.122
N: -0.011 -0.209 1.084  0.061
C: 0.995 -0.815 0.331  -0.267
C: 0.976 -1.890 -0.450  -0.499
Br: -0.611 -2.902 -0.825  0.716
H: -1.880 0.385 -1.353  0.156
H: -0.270 0.635 -1.929  0.128
H: 0.189 1.884 0.163  0.113
H: -1.370 1.594 0.789  0.154
H: -0.940 -0.664 1.315  0.177
H: 0.288 0.112 1.913  0.094
H: 2.044 -0.293 0.527  0.186
H: 1.851 -2.219 -0.823  0.022



3.
C9H16N2O6 | ωB97M-V with the def2-TZVPD basis set

The HOMO-LUMO gap comes out at 9.92 eV. Its structure (SMILES) is C[C@@H](O)[C@H](N)C(=O)N[C@@H](CCC(=O)O)C(=O)O. The calculation puts the relative energy (zero: lowest compared OMol25 entry of this formula, charge and spin) at 135.5 kJ/mol. The calculated total energy is -24858.0787 eV.

Each line ends with the Löwdin charge.
Element x y z (Å)
C: 1.946 1.137 -2.487  -0.032
C: 2.731 0.265 -1.400  -0.351
O: 2.822 0.928 -0.139  -0.063
C: 2.174 -1.171 -1.167  -0.312
N: 2.347 -2.069 -2.251  0.048
C: 0.682 -1.095 -0.595  -0.390
O: -0.177 -1.851 -0.978  0.085
N: 0.326 -0.058 0.272  0.107
C: -0.956 -0.167 0.930  -0.222
C: -2.268 0.102 0.134  -0.103
C: -2.825 1.530 0.536  -0.066
C: -3.127 1.362 2.032  -0.523
O: -4.144 0.898 2.370  0.152
O: -2.178 1.918 2.920  0.057
C: -1.026 -1.460 1.817  -0.504
O: -2.022 -2.121 1.944  0.119
O: 0.099 -1.589 2.490  0.122
H: 1.742 0.611 -3.445  0.075
H: 2.400 2.161 -2.714  0.089
H: 0.929 1.440 -2.181  0.064
H: 3.750 0.020 -1.732  0.136
H: 3.428 1.681 -0.148  0.110
H: 2.831 -1.559 -0.349  0.160
H: 1.577 -1.834 -2.941  0.107
H: 2.010 -2.950 -1.826  0.095
H: 1.061 0.569 0.599  0.123
H: -0.866 0.586 1.787  0.154
H: -2.987 -0.751 0.295  0.135
H: -2.100 0.169 -0.944  0.110
H: -1.977 2.236 0.345  0.131
H: -3.738 1.747 0.003  0.114
H: -2.525 1.745 3.801  0.111
H: 0.063 -2.430 3.023  0.162



4.
C50H66N12O | ωB97M-V with the def2-TZVPD basis set

The HOMO-LUMO gap comes out at 6.61 eV. The calculated total energy is -72785.2324 eV.

Each line ends with the Löwdin charge.
Element x y z (Å)
N: 0.657 -0.862 1.760  0.143
C: 1.808 -0.238 1.180  -0.001
C: 1.308 0.617 0.160  -0.252
C: -0.073 0.433 0.124  -0.202
C: -0.472 -0.384 1.136  -0.184
H: 0.683 -1.543 2.506  -0.034
H: 2.810 -0.526 1.462  0.110
H: 1.906 1.207 -0.518  0.053
H: -0.761 0.847 -0.598  0.018
H: -1.495 -0.613 1.395  0.043
N: -2.645 -1.296 -1.932  0.040
C: -3.520 -2.279 -2.156  -0.087
C: -4.188 -2.525 -0.961  -0.111
C: -3.631 -1.827 0.031  -0.136
C: -2.587 -1.076 -0.580  -0.161
H: -2.086 -0.830 -2.633  -0.066
H: -3.773 -2.609 -3.153  0.124
H: -4.929 -3.301 -0.841  0.110
H: -3.965 -1.874 1.057  0.133
H: -1.876 -0.430 -0.086  0.098
N: -3.644 1.933 2.990  0.046
C: -2.346 2.021 2.625  -0.082
C: -2.217 1.344 1.418  -0.097
C: -3.498 0.844 1.020  -0.225
C: -4.340 1.236 2.063  -0.075
H: -4.076 2.293 3.829  0.156
H: -1.598 2.471 3.260  0.097
H: -1.302 1.166 0.873  0.065
H: -3.795 0.182 0.219  0.107
H: -5.378 0.963 2.187  0.123
N: 1.316 -1.381 4.058  0.063
C: 2.602 -1.195 3.575  -0.053
C: 2.772 -2.186 2.568  -0.091
C: 1.604 -2.921 2.530  -0.107
C: 0.715 -2.429 3.468  -0.202
H: 0.930 -0.892 4.853  0.170
H: 3.320 -0.478 3.944  0.121
H: 3.590 -2.488 1.930  0.120
H: 1.284 -3.716 1.874  0.098
H: -0.291 -2.711 3.741  0.050
N: 5.157 2.971 0.801  0.009
C: 4.762 1.711 0.600  -0.115
C: 3.654 1.652 -0.197  -0.179
C: 3.360 3.008 -0.527  -0.096
C: 4.319 3.817 0.116  -0.047
H: 6.001 3.197 1.307  0.157
H: 5.261 0.911 1.126  0.130
H: 3.022 0.819 -0.468  0.002
H: 2.513 3.377 -1.085  0.087
H: 4.452 4.888 0.145  0.112
N: -3.445 1.255 -2.215  0.095
C: -2.628 1.500 -3.308  -0.121
C: -1.343 1.812 -2.877  -0.070
C: -1.422 1.781 -1.464  -0.226
C: -2.697 1.440 -1.073  -0.087
H: -4.426 1.014 -2.225  0.161
H: -2.979 1.452 -4.329  0.127
H: -0.481 1.943 -3.514  0.116
H: -0.576 2.032 -0.842  0.058
H: -3.095 1.377 -0.071  -0.009
N: -0.352 -2.125 -2.138  0.007
C: -0.562 -2.810 -3.312  -0.030
C: -1.142 -1.921 -4.228  -0.020
C: -1.286 -0.703 -3.601  -0.255
C: -0.793 -0.820 -2.328  -0.184
H: 0.018 -2.599 -1.326  -0.057
H: -0.318 -3.860 -3.388  0.116
H: -1.370 -2.347 -5.194  0.104
H: -1.720 0.183 -4.040  0.098
H: -0.733 -0.032 -1.592  0.099
N: 1.786 0.921 -4.508  0.102
C: 0.814 0.558 -3.628  -0.117
C: 1.151 0.889 -2.341  -0.136
C: 2.416 1.492 -2.454  -0.209
C: 2.765 1.586 -3.810  -0.033
H: 1.861 0.625 -5.471  0.160
H: -0.096 0.078 -3.954  0.054
H: 0.583 0.650 -1.454  0.077
H: 3.020 1.682 -1.579  0.045
H: 3.651 1.860 -4.363  0.130
N: -0.989 -4.555 -0.880  0.118
C: -1.433 -3.289 -0.559  -0.125
C: -0.287 -2.591 -0.193  -0.305
C: 0.828 -3.371 -0.129  -0.134
C: 0.394 -4.593 -0.695  -0.048
H: -1.514 -5.312 -1.294  0.160
H: -2.471 -3.037 -0.723  0.083
H: -0.287 -1.571 0.162  0.094
H: 1.808 -3.079 0.218  0.123
H: 0.965 -5.494 -0.863  0.107
N: -0.507 3.960 -1.457  0.041
C: -1.028 3.918 -0.169  -0.050
C: -0.151 3.204 0.665  -0.030
C: 0.931 2.850 -0.169  -0.177
C: 0.640 3.220 -1.448  -0.150
H: -0.903 4.502 -2.212  0.165
H: -1.904 4.511 0.049  0.122
H: -0.176 2.939 1.711  0.066
H: 1.808 2.368 0.237  0.070
H: 1.199 3.021 -2.351  0.126
N: -2.518 -1.637 3.583  0.114
C: -2.472 -1.246 2.300  -0.181
C: -1.859 -2.238 1.560  -0.160
C: -1.397 -3.184 2.459  -0.078
C: -1.869 -2.850 3.672  -0.187
H: -3.076 -1.217 4.312  0.160
H: -3.059 -0.368 2.071  0.076
H: -1.600 -2.384 0.521  0.002
H: -0.802 -4.062 2.255  0.141
H: -1.914 -3.368 4.619  0.131
N: 1.255 1.980 2.074  -0.042
C: 2.421 2.507 2.555  -0.052
C: 2.121 2.809 3.835  -0.149
C: 0.803 2.851 4.054  -0.087
C: 0.250 2.106 3.024  -0.179
H: 1.084 1.610 1.150  0.009
H: 3.286 2.522 1.908  0.085
H: 2.856 3.159 4.544  0.094
H: 0.266 3.172 4.934  0.101
H: -0.763 1.737 2.967  0.037
C: 1.765 -1.691 -1.504  -0.065
C: 3.013 -0.921 -1.232  -0.238
O: 3.511 -0.321 -2.405  -0.047
H: 1.038 -1.151 -2.112  0.078
H: 1.201 -1.824 -0.581  0.047
H: 1.929 -2.644 -2.006  0.134
H: 3.880 -1.473 -0.869  0.139
H: 2.858 -0.106 -0.525  0.010
H: 2.947 0.422 -2.633  -0.125



Question: The lowest calculated total energy belongs to which entry?
Answer: C3H8BrN2



Question: Which of these has the lowest HOMO-LUMO gap?
Answer: C2H4O4P2